The molecule C5H5NO, computed with ωB97M-V/def2-TZVPD.

Geometry (Å):
N -2.474 0.485 1.514
C -1.571 0.658 0.812
C -0.449 0.889 -0.119
O 0.815 1.246 0.550
C 1.703 0.252 0.488
C 0.868 -0.999 0.270
C 0.110 -0.321 -0.860
H -0.705 1.731 -0.765
H 0.971 0.139 -1.403
H 1.389 -1.917 -0.010
H 0.320 -1.161 1.215
H -0.480 -0.880 -1.577

Summary:
Gap between HOMO and LUMO   9.3 eV
Energy above the lowest of the compared OMol25 structures with the same formula, charge and spin   377.8 kJ/mol
Spin multiplicity   1
M   95.1 g mol⁻¹